C46H117N7O18 | ωB97M-V/def2-TZVPD

Structure (XYZ):
```
188
Properties=species:S:1:pos:R:3:forces:R:3:mulliken_charge:R:1
C -4.5159 -3.3920 11.9789 -2.183 0.211 -1.439 -0.69
O -4.8400 -4.5507 11.1847 1.735 -0.767 -0.631 -0.38
C -3.8526 -4.9017 10.1145 -1.720 1.235 0.415 -0.55
C -4.4346 -4.5988 8.7117 -0.261 -0.848 1.646 -0.74
N -4.8225 -3.2066 8.6097 0.388 -0.053 -0.564 -0.10
C -6.2564 -3.0395 8.3882 1.254 1.551 -0.538 -0.60
C -6.5825 -1.5067 8.4074 -0.856 0.251 1.665 -0.66
O -5.5998 -0.6805 7.8811 1.843 -0.446 -2.653 -0.26
C -5.6688 0.7237 7.9610 -0.309 -0.141 1.865 -0.80
H -4.5904 -2.5476 11.2937 1.254 0.340 -0.089 0.23
H -3.6755 -3.4054 12.6729 0.145 -0.332 -0.354 0.30
H -5.4587 -3.1881 12.4867 0.142 -0.453 0.854 0.31
H -3.6320 -5.9689 10.1374 0.165 0.030 0.525 0.39
H -2.9842 -4.2582 10.2558 0.251 -0.303 0.061 0.34
H -5.3191 -5.2173 8.5589 -0.213 -0.182 0.226 0.33
H -3.7228 -5.0781 8.0396 0.339 0.850 -0.665 0.38
H -4.3089 -2.7159 7.8918 0.046 0.093 0.040 0.19
H -6.7211 -3.6356 9.1735 -0.569 0.521 -0.066 0.41
H -6.5537 -3.3912 7.4002 -0.192 -0.427 -0.154 0.32
H -6.6602 -1.1359 9.4295 -0.571 -0.473 0.591 0.36
H -7.5372 -1.3378 7.9093 -0.256 -0.015 -0.097 0.36
H -5.4583 0.9660 9.0027 -0.170 0.309 0.439 0.33
H -6.6401 1.1710 7.7496 -0.176 -0.238 -0.448 0.30
H -4.8724 1.2575 7.4426 -0.080 -0.708 -0.636 0.25
C -6.8653 9.8944 2.2902 -1.484 0.639 0.968 -0.89
O -5.6037 9.9309 1.6892 -0.509 0.774 0.370 -0.31
C -5.0314 8.7053 1.3731 0.434 -0.959 -0.846 -0.56
C -3.7458 8.9823 0.4693 -1.514 -0.771 -1.710 -0.78
N -3.0998 10.2668 0.6067 -0.765 -1.188 0.344 -0.50
C -2.3671 10.1636 1.8218 0.240 1.734 0.539 -0.34
C -1.6932 11.4698 2.1334 0.487 -0.599 1.934 -0.73
O -2.4557 12.2236 3.1227 0.661 0.241 -0.924 -0.34
C -2.8559 13.4475 2.5906 -1.470 1.256 -0.349 -0.81
H -7.3729 10.8583 2.2529 0.670 0.478 -0.345 0.30
H -6.9129 9.6741 3.3566 0.917 -0.268 0.318 0.34
H -7.6712 9.2632 1.9156 0.608 -0.769 -1.013 0.33
H -5.7864 8.1268 0.8407 0.094 -0.068 -0.874 0.48
H -4.9097 8.0295 2.2196 0.756 0.464 0.731 0.37
H -4.0674 8.9895 -0.5721 -0.584 -0.303 -0.069 0.36
H -3.0064 8.1815 0.4654 -0.076 -0.105 0.595 0.41
H -3.8927 10.8401 0.8569 -0.118 0.878 -0.356 0.34
H -1.6060 9.3842 1.7839 -0.275 -0.206 -0.100 0.42
H -3.0475 10.0808 2.6693 0.082 -0.874 0.393 0.26
H -1.4226 12.0738 1.2674 0.029 -0.102 0.088 0.39
H -0.8461 11.0564 2.6808 0.764 1.081 0.034 0.31
H -3.6733 13.3539 1.8756 0.080 -0.492 -0.697 0.30
H -2.1022 14.0867 2.1308 0.573 -0.411 -0.047 0.34
H -3.3673 14.1221 3.2772 0.401 -0.431 1.016 0.32
C 7.2533 -14.8672 -7.8236 0.967 -0.431 1.055 -0.84
O 6.4846 -13.8853 -7.0792 0.400 -2.134 -1.458 -0.36
C 5.5346 -13.3262 -7.9444 -0.182 1.206 -0.059 -0.41
C 4.9249 -12.1068 -7.3312 0.567 1.723 0.807 -0.72
N 5.9688 -11.3138 -6.5918 -0.309 -1.328 -1.650 -0.38
C 5.3892 -10.5623 -5.5238 2.001 0.239 0.196 -0.60
C 6.5642 -9.8082 -4.7206 -3.400 0.712 -0.074 -0.41
O 5.8668 -9.1486 -3.6031 5.574 -2.725 1.109 -0.43
C 4.8101 -8.3992 -3.8852 -1.681 0.535 -0.712 -0.59
H 7.8317 -14.5343 -8.6854 -0.203 1.085 0.008 0.35
H 6.7688 -15.7559 -8.2278 -1.104 0.176 0.371 0.33
H 7.9990 -15.2679 -7.1370 -0.063 0.156 0.206 0.28
H 4.6736 -13.9317 -8.2273 0.371 -0.826 -0.150 0.33
H 6.0711 -12.9534 -8.8170 -0.046 -0.306 -0.432 0.33
H 4.0726 -12.2483 -6.6666 -0.105 -0.689 0.228 0.39
H 4.5128 -11.5555 -8.1765 0.028 0.424 -0.002 0.27
H 6.5351 -12.0506 -6.1961 0.441 0.100 0.110 0.32
H 4.8878 -11.2688 -4.8622 -0.400 0.364 0.603 0.34
H 4.6768 -9.8985 -6.0137 -0.007 0.336 0.601 0.40
H 7.0498 -9.0387 -5.3206 -0.168 0.071 -0.345 0.30
H 7.3620 -10.4628 -4.3697 -0.487 -0.159 0.385 0.33
H 4.7460 -7.5614 -3.1909 -0.053 0.135 -0.085 0.23
H 3.9956 -9.1012 -3.7064 -1.242 0.761 -0.572 0.19
H 4.9291 -8.0700 -4.9175 -0.903 0.578 -0.140 0.32
C 6.1777 -1.2357 4.6043 -2.483 0.408 -0.973 -0.69
O 7.2378 -1.3283 5.4536 0.590 -0.116 0.137 -0.39
C 8.4222 -1.9103 4.9225 -0.098 0.814 0.440 -0.43
C 9.1593 -1.0545 3.8148 0.033 0.222 0.468 -0.58
N 8.7403 0.3386 3.8753 0.164 0.515 0.409 -0.23
C 9.1476 1.2512 2.7741 -2.305 0.315 0.868 -0.57
C 8.2632 2.5573 2.9056 -1.086 -0.182 -0.169 -0.77
O 6.8025 2.2339 2.7564 0.877 0.577 0.666 -0.34
C 6.0192 3.4007 3.1173 0.852 -0.271 -0.021 -0.71
H 5.2298 -1.2867 5.1400 0.065 -0.241 0.563 0.34
H 6.0593 -1.9884 3.8248 0.622 -0.430 -0.057 0.30
H 6.0585 -0.2759 4.1016 0.432 0.353 -0.256 0.15
H 8.1964 -2.9331 4.6208 0.148 -0.064 -0.427 0.37
H 8.9579 -1.9617 5.8703 0.883 -0.089 -0.500 0.25
H 9.0150 -1.3879 2.7871 -0.131 -0.792 -0.083 0.37
H 10.2227 -1.1182 4.0455 0.164 -0.103 -0.162 0.34
H 7.7329 0.2833 3.9212 0.075 0.741 -0.130 0.12
H 8.8635 0.8275 1.8109 0.289 -0.157 -0.404 0.34
H 10.2175 1.4574 2.8049 -0.116 0.152 0.056 0.36
H 8.4426 3.3575 2.1876 0.461 -0.467 -0.790 0.50
H 8.4101 3.1324 3.8198 -0.001 -0.705 0.696 0.40
H 6.0849 3.6099 4.1850 0.458 0.084 0.154 0.29
H 4.9429 3.3492 2.9528 0.159 -0.853 -0.585 0.26
H 6.3997 4.2406 2.5361 -0.059 0.297 0.109 0.30
C -2.4965 -6.3468 -1.0326 -0.715 -0.924 0.297 -0.68
O -1.5547 -6.4818 -2.0532 1.412 -1.132 -2.673 -0.34
C -1.7905 -7.3418 -3.2629 -3.239 0.176 0.391 -0.55
C -2.7597 -6.5677 -4.2945 2.125 1.152 1.489 -0.53
N -2.1115 -5.2995 -4.6502 1.648 0.727 -1.453 -0.34
C -0.9826 -5.4309 -5.5906 -1.905 1.254 -2.577 -0.56
C -0.5435 -4.0028 -6.1250 0.664 -1.570 2.073 -0.48
O 0.4383 -4.2208 -7.0968 -3.050 -1.633 -0.356 -0.31
C 1.4825 -3.4121 -7.0058 3.415 1.138 -0.998 -0.71
H -2.1940 -5.5164 -0.3947 -0.099 0.227 -0.395 0.24
H -2.5486 -7.2033 -0.3604 0.398 -0.482 0.028 0.29
H -3.5300 -6.2677 -1.3700 -0.069 0.584 -0.331 0.28
H -2.2614 -8.2955 -3.0241 -0.770 0.095 0.927 0.35
H -0.9699 -7.8354 -3.7835 1.199 1.511 0.388 0.42
H -3.7022 -6.2397 -3.8561 -0.052 -0.639 0.387 0.25
H -2.9809 -7.0571 -5.2430 0.183 -0.498 0.246 0.40
H -1.5164 -4.8642 -3.9599 -1.293 -0.170 1.728 0.29
H -1.3623 -5.8226 -6.5343 0.037 -0.920 0.046 0.30
H -0.1543 -6.0379 -5.2251 0.308 0.251 -0.075 0.21
H -0.0769 -3.5526 -5.2488 0.106 0.614 0.103 0.40
H -1.3102 -3.3202 -6.4914 -0.465 -0.489 0.061 0.26
H 1.8798 -3.2971 -8.0143 0.046 0.434 -0.241 0.25
H 2.3026 -3.9337 -6.5122 0.302 0.293 0.757 0.25
H 1.3183 -2.4175 -6.5912 -0.178 0.004 0.180 0.33
C 0.8837 4.2194 -4.9356 -0.003 -0.620 0.198 -0.74
O 2.2704 4.1411 -5.0488 1.089 1.605 -0.186 -0.28
C 2.8554 5.0714 -4.1337 1.945 -0.954 2.172 -1.04
C 4.3432 5.2962 -4.4194 -0.698 -1.775 1.097 -0.13
N 4.5555 6.0605 -5.5782 0.590 -0.250 -2.699 -0.50
C 5.3436 5.2390 -6.5510 2.452 0.657 1.757 -0.52
C 6.8733 4.9941 -5.9771 -1.688 -0.875 0.268 -0.60
O 6.9382 4.1302 -4.7782 1.088 0.282 -0.792 -0.35
C 7.2046 2.7121 -4.9749 -0.736 1.164 -1.017 -0.64
H 0.6326 5.2772 -5.0142 -0.880 -0.199 -0.360 0.33
H 0.5738 3.8253 -3.9678 -0.200 0.195 0.393 0.30
H 0.4828 3.5118 -5.6613 -0.312 0.598 -0.323 0.23
H 2.8755 4.5273 -3.1894 -0.177 0.025 0.532 0.48
H 2.4061 6.0218 -3.8459 -1.034 0.138 -1.085 0.50
H 4.6723 4.2648 -4.5458 0.392 -0.042 -0.038 0.01
H 4.9702 5.7043 -3.6266 -0.632 -0.122 0.649 0.40
H 3.6238 6.1590 -5.9556 0.039 0.414 -0.723 0.28
H 5.5028 5.7940 -7.4755 -0.270 -0.124 -0.107 0.47
H 4.9304 4.2421 -6.7041 -0.286 -0.008 -0.224 0.30
H 7.3498 5.9429 -5.7302 -0.281 0.019 0.277 0.33
H 7.4635 4.5564 -6.7822 -0.033 -0.237 -0.077 0.40
H 6.2128 2.2652 -4.9072 0.268 -0.677 -0.133 0.23
H 7.9235 2.2166 -4.3224 -0.222 0.765 0.845 0.25
H 7.6736 2.5464 -5.9447 -0.412 0.021 -0.423 0.28
C -9.8329 7.4884 -5.1800 0.927 -1.444 0.458 -0.73
O -9.7951 6.0733 -5.5863 0.076 1.578 -0.218 -0.33
C -8.8656 5.3439 -4.7837 -0.079 -0.485 -1.237 -0.47
C -8.9311 3.8345 -5.2296 -0.270 1.492 0.112 -0.69
N -8.4003 2.9990 -4.1816 -1.364 0.415 0.546 -0.23
C -8.2313 1.6326 -4.5497 1.458 -0.823 -0.225 -0.74
C -8.4414 0.7401 -3.3390 -0.430 -0.461 1.170 -0.66
O -7.8655 1.2506 -2.0914 -0.176 -0.806 -1.132 -0.32
C -8.3667 0.6230 -0.9052 -0.132 -0.509 -1.129 -0.78
H -8.8167 7.8104 -4.9525 0.241 -0.041 0.114 0.29
H -10.3921 7.5326 -4.2454 -0.278 0.319 -0.085 0.29
H -10.1632 8.2151 -5.9222 -0.566 -0.763 -0.278 0.28
H -9.1489 5.4878 -3.7410 0.014 -0.511 0.318 0.33
H -7.8627 5.7541 -4.9023 0.208 0.016 -0.048 0.31
H -8.4418 3.5416 -6.1585 0.307 0.802 -0.151 0.44
H -9.9976 3.7101 -5.4174 -0.312 -0.492 -0.026 0.30
H -9.1768 2.9369 -3.5388 0.159 0.438 0.865 0.21
H -7.2503 1.5128 -5.0095 0.605 -0.089 0.513 0.37
H -8.8163 1.2673 -5.3937 -1.042 -0.051 0.146 0.39
H -8.1715 -0.2913 -3.5658 0.931 -0.099 0.116 0.47
H -9.5000 0.5689 -3.1434 -0.587 0.665 -0.070 0.38
H -8.6220 -0.4310 -1.0146 0.569 -0.491 -0.523 0.33
H -9.3622 0.9888 -0.6538 0.227 0.880 0.559 0.32
H -7.5680 0.6675 -0.1648 -0.484 0.460 0.209 0.25
O 4.7955 3.2272 9.0847 -0.787 1.059 -0.760 -0.52
C 4.2230 2.8312 10.3135 0.494 -1.161 0.258 -0.42
C 3.6030 1.4019 10.1526 0.251 0.832 -0.062 -0.26
O 2.3386 1.3100 9.4644 0.565 0.198 0.984 -0.50
H 5.6023 2.7401 8.9021 -0.053 -0.140 0.286 0.30
H 5.0414 2.8960 11.0305 0.128 -0.994 0.470 0.29
H 3.5644 3.5649 10.7784 -0.595 0.178 -1.025 0.28
H 3.5111 0.9303 11.1310 -0.461 0.050 -0.033 0.31
H 4.3567 0.8268 9.6147 0.078 -0.172 -0.129 0.23
H 2.4143 1.5914 8.5497 0.387 0.142 -0.005 0.28
O -1.7619 -0.6468 3.5721 -0.069 -0.504 -0.348 -0.52
C -1.7990 0.0515 2.3295 0.236 1.002 0.135 -0.56
C -1.3382 -0.8189 1.1725 0.774 0.360 0.799 -0.19
O 0.0088 -1.2674 1.3597 -0.150 -0.274 -0.001 -0.51
H -2.3618 -0.2228 4.1902 0.034 0.012 -0.016 0.29
H -2.7721 0.5098 2.1532 -0.345 -0.420 -0.236 0.40
H -1.1436 0.9164 2.4324 0.416 0.110 -0.219 0.31
H -1.2262 -0.2397 0.2560 -0.855 0.094 -0.036 0.27
H -2.0489 -1.6404 1.0814 0.182 -0.262 -0.266 0.19
H 0.2738 -1.1818 2.2784 -0.231 -0.125 0.191 0.31
```
Forces are in eV/Å.

Calculated values
Charge: 0
Energy relative to the best compared isomer or geometry (same formula, charge and spin): 258.3 kcal per mole
HOMO energy: -8.57 eV
Kohn-Sham gap: 0.3253 Eh